1.
108
Properties=species:S:1:pos:R:3 method="wB97M-V/def2-TZVPD" total_charge=+1 total_energy_ha=-12378.65193 orbital_gap_ha=0.2260 e_lumo_ha=-0.1643
C -7.55 4.45 0.87
C -6.12 4.33 0.17
C -5.62 2.83 0.03
Br -7.06 1.47 0.28
C -4.84 2.53 -1.28
C -5.42 2.69 -2.62
C -6.89 3.16 -2.80
Br -7.98 1.88 -3.86
C -7.05 4.68 -3.28
C -7.68 4.87 -4.70
Br -5.37 5.71 -3.22
C -4.50 2.36 -3.75
P -5.11 2.57 -5.55
O -5.66 1.07 -6.00
Cl -3.37 2.98 -6.67
N -3.24 1.92 -3.60
N -2.81 1.79 -2.37
C -1.41 1.26 -2.25
C -0.35 2.39 -2.03
F 0.87 1.91 -2.56
C -3.44 2.05 -1.20
N -2.74 1.86 0.04
H -7.61 3.88 1.83
H -8.35 4.17 0.14
H -7.67 5.54 1.12
H -5.42 4.84 0.88
H -6.11 4.90 -0.79
H -4.92 2.65 0.88
H -7.34 3.12 -1.78
H -7.76 5.17 -2.57
H -8.74 4.51 -4.77
H -7.05 4.48 -5.54
H -7.74 5.98 -4.87
H -4.96 0.51 -6.39
H -1.16 0.75 -3.22
H -1.37 0.45 -1.47
H -0.64 3.28 -2.64
H -0.20 2.62 -0.94
H -3.24 1.11 0.54
H -2.80 2.71 0.60
C 7.25 4.94 -1.49
O 6.36 3.85 -1.23
P 4.89 4.27 -0.50
O 5.49 4.78 0.78
O 4.44 2.71 -0.35
C 5.24 1.60 -0.75
O 3.31 4.73 -0.08
C 2.26 4.30 -0.95
H 8.03 4.59 -2.16
H 6.72 5.77 -1.96
H 7.71 5.27 -0.56
H 6.16 1.55 -0.16
H 5.48 1.66 -1.82
H 4.67 0.69 -0.59
H 2.02 3.25 -0.74
H 2.54 4.42 -1.99
H 1.37 4.90 -0.74
C 6.95 -2.91 1.61
O 5.82 -3.48 0.94
P 5.96 -3.64 -0.74
O 6.05 -2.16 -1.01
O 4.41 -4.15 -0.87
C 3.52 -4.29 0.23
O 6.20 -4.09 -2.34
C 6.03 -5.48 -2.67
H 6.84 -3.09 2.68
H 7.87 -3.38 1.26
H 6.98 -1.84 1.43
H 3.31 -3.32 0.68
H 3.92 -4.98 0.98
H 2.58 -4.70 -0.15
H 4.97 -5.71 -2.75
H 6.49 -6.11 -1.91
H 6.51 -5.67 -3.63
C -9.22 2.32 6.16
O -7.82 2.43 6.47
P -7.10 3.89 6.03
O -7.30 3.72 4.55
O -5.62 3.34 6.48
C -5.38 2.04 7.00
O -6.42 5.43 5.88
C -5.86 6.03 7.07
H -9.62 1.46 6.70
H -9.76 3.21 6.47
H -9.35 2.15 5.10
H -5.59 1.28 6.25
H -5.97 1.87 7.90
H -4.33 1.98 7.26
H -4.88 5.60 7.26
H -6.52 5.87 7.92
H -5.75 7.10 6.89
C 6.72 -9.87 2.10
O 7.06 -10.57 0.90
P 7.84 -9.65 -0.29
O 6.65 -8.75 -0.52
O 7.79 -10.91 -1.33
C 7.24 -12.19 -1.02
O 8.80 -8.82 -1.42
C 10.07 -9.40 -1.75
H 6.46 -10.60 2.86
H 7.56 -9.28 2.46
H 5.86 -9.22 1.92
H 6.17 -12.11 -0.84
H 7.75 -12.63 -0.17
H 7.40 -12.83 -1.88
H 9.93 -10.22 -2.46
H 10.58 -9.75 -0.86
H 10.67 -8.63 -2.23

***

2.
90
Properties=species:S:1:pos:R:3 method="wB97M-V/def2-TZVPD" total_charge=0 total_energy_ha=-16842.27150 orbital_gap_ha=0.3390 e_lumo_ha=0.0100 smiles=c1ccccc1.BrCCBr.BrCCBr.BrCCBr.CCO.CCO.CCO.CCO.CCO.CCO
C 3.30 -2.56 -13.96
C 2.57 -1.73 -14.79
C 2.31 -0.40 -14.42
C 2.90 0.11 -13.27
C 3.60 -0.73 -12.42
C 3.76 -2.08 -12.74
H 3.37 -3.59 -14.28
H 2.21 -2.09 -15.74
H 1.75 0.20 -15.13
H 2.80 1.15 -12.98
H 4.08 -0.30 -11.55
H 4.30 -2.75 -12.09
Br 2.76 -13.09 -7.74
C 1.58 -11.51 -7.86
C 2.04 -10.59 -8.98
Br 0.93 -8.98 -8.98
H 1.62 -11.07 -6.87
H 0.60 -11.90 -8.11
H 1.77 -11.11 -9.90
H 3.09 -10.39 -8.86
Br 7.29 -6.08 -10.35
C 6.82 -6.72 -12.15
C 7.69 -7.92 -12.49
Br 9.44 -7.31 -13.13
H 6.89 -5.97 -12.93
H 5.78 -7.02 -12.11
H 7.24 -8.56 -13.24
H 7.89 -8.50 -11.60
Br 4.46 -9.57 -13.97
C 4.57 -8.95 -15.87
C 3.88 -7.58 -15.98
Br 5.03 -6.20 -15.30
H 4.02 -9.71 -16.42
H 5.62 -9.02 -16.10
H 2.95 -7.59 -15.44
H 3.73 -7.39 -17.04
C 4.52 -8.52 -7.33
C 4.70 -7.01 -7.42
O 3.61 -6.46 -8.16
H 4.71 -9.06 -8.25
H 3.52 -8.74 -6.95
H 5.11 -8.98 -6.53
H 5.60 -6.83 -8.02
H 4.80 -6.60 -6.41
H 3.82 -5.55 -8.35
C 2.76 -6.78 -11.64
C 2.53 -5.28 -11.53
O 1.25 -4.91 -12.03
H 3.82 -6.89 -11.38
H 2.52 -7.24 -12.60
H 2.20 -7.27 -10.84
H 3.28 -4.78 -12.15
H 2.68 -4.92 -10.51
H 0.58 -5.03 -11.35
C -2.95 -4.58 -10.21
C -1.57 -4.90 -9.70
O -1.58 -5.19 -8.31
H -3.72 -5.28 -9.89
H -2.99 -4.60 -11.30
H -3.24 -3.57 -9.92
H -0.83 -4.12 -9.92
H -1.18 -5.79 -10.22
H -2.03 -4.49 -7.82
C 1.96 -1.69 -9.70
C 2.39 -0.82 -8.55
O 3.64 -1.30 -8.03
H 1.87 -2.76 -9.49
H 2.60 -1.55 -10.57
H 0.95 -1.41 -10.01
H 1.63 -0.77 -7.77
H 2.56 0.21 -8.88
H 3.96 -0.66 -7.40
C -0.34 -1.89 -12.39
C -0.33 -2.11 -13.91
O -0.38 -3.49 -14.26
H -1.17 -1.26 -12.06
H 0.63 -1.43 -12.19
H -0.33 -2.83 -11.85
H 0.55 -1.68 -14.40
H -1.20 -1.62 -14.36
H 0.34 -3.94 -13.82
C -0.57 -8.12 -13.84
C -1.24 -8.88 -12.73
O -2.55 -8.33 -12.47
H -0.77 -7.05 -13.73
H -0.92 -8.40 -14.83
H 0.50 -8.34 -13.77
H -0.67 -8.96 -11.80
H -1.42 -9.93 -13.01
H -2.72 -8.28 -11.53

***

3.
91
Properties=species:S:1:pos:R:3 method="wB97M-V/def2-TZVPD" total_charge=+4 total_energy_ha=-2144.50139 orbital_gap_ha="0.0958 / 0.2535" e_lumo_ha="-0.3661 / -0.3662" multiplicity=2
C 5.84 2.51 -3.14
C 5.38 1.14 -2.73
O 6.12 0.22 -2.39
N 3.88 0.81 -2.71
H 3.62 1.23 -1.83
H 3.31 1.32 -3.36
C 3.51 -0.63 -2.90
H 5.01 2.95 -3.70
H 6.72 2.40 -3.77
H 6.12 3.17 -2.32
H 2.44 -0.51 -2.70
H 3.89 -1.19 -2.04
H 3.87 -1.09 -3.82
C 0.31 -6.06 -1.07
C -0.72 -4.97 -0.90
O -1.86 -5.12 -1.16
N -0.20 -3.60 -0.56
H -0.58 -3.32 0.33
H 0.78 -3.57 -0.35
C -0.46 -2.55 -1.67
H 0.97 -5.96 -0.20
H 0.91 -5.96 -1.98
H -0.05 -7.09 -1.07
H 0.31 -2.82 -2.39
H -0.09 -1.60 -1.29
H -1.44 -2.50 -2.14
C -0.78 3.43 1.13
C -0.20 3.74 2.46
O -0.78 3.66 3.57
N 1.29 4.20 2.47
H 1.58 4.49 1.55
H 1.38 5.11 2.89
C 2.29 3.13 3.03
H -1.73 2.90 1.06
H -0.16 2.83 0.46
H -0.85 4.36 0.55
H 1.83 2.65 3.90
H 3.19 3.64 3.39
H 2.58 2.27 2.43
C 5.06 0.37 1.40
C 4.99 -1.09 1.67
O 5.88 -1.92 1.26
N 3.66 -1.51 2.40
H 3.53 -0.81 3.12
H 3.03 -1.38 1.63
C 3.68 -2.97 2.96
H 4.09 0.87 1.41
H 5.39 0.45 0.36
H 5.73 0.86 2.11
H 4.60 -3.24 3.47
H 3.46 -3.71 2.19
H 2.83 -3.04 3.64
C -6.12 0.03 3.41
C -5.33 1.05 2.62
N -3.89 0.69 2.68
C -3.14 -0.01 1.77
C -1.78 -0.07 2.15
N -1.74 0.40 3.46
C -3.02 0.92 3.74
C -0.55 0.51 4.31
H -5.88 0.28 4.44
H -5.83 -0.98 3.12
H -7.21 0.11 3.44
H -5.49 2.06 3.01
H -5.63 1.12 1.57
H -3.52 -0.23 0.78
H -0.85 -0.36 1.68
H -3.28 1.49 4.61
H 0.31 0.84 3.73
H -0.37 -0.49 4.72
H -0.68 1.20 5.14
C -5.59 -1.37 -3.31
C -5.04 -0.22 -4.23
N -3.77 0.29 -3.64
C -3.72 1.21 -2.61
C -2.35 1.58 -2.45
N -1.59 0.78 -3.33
C -2.48 -0.03 -4.01
C -0.19 0.94 -3.41
H -4.88 -2.15 -3.06
H -6.43 -1.79 -3.87
H -5.98 -0.85 -2.43
H -5.66 0.67 -4.27
H -4.86 -0.59 -5.25
H -4.59 1.68 -2.17
H -1.94 2.40 -1.89
H -2.25 -0.67 -4.85
H 0.34 0.50 -2.57
H 0.21 1.93 -3.63
H 0.12 0.24 -4.19
Cl 1.53 0.39 0.09

***

4.
120
Properties=species:S:1:pos:R:3 method="wB97M-V/def2-TZVPD" total_charge=-3 total_energy_ha=-5509.46279 orbital_gap_ha=0.2523 e_lumo_ha=0.2021 e_above_lowest_ev=0.248
C -3.52 5.74 1.00
C -3.95 4.27 0.86
C -5.13 4.08 -0.05
O -4.78 4.51 -1.32
C -5.57 5.56 -1.92
N -2.77 3.37 0.50
H -2.39 3.80 -0.35
H -2.12 3.46 1.31
H -3.09 1.55 0.08
H -4.30 6.31 1.50
H -3.39 6.03 0.00
H -2.66 5.91 1.66
H -4.18 3.83 1.80
H -5.98 4.68 0.24
H -5.50 3.05 0.01
H -5.09 6.57 -1.90
H -6.60 5.53 -1.58
H -5.55 5.31 -2.97
C 0.77 -4.24 -2.52
C 1.86 -5.25 -1.94
C 2.97 -5.38 -2.94
O 3.67 -6.59 -2.72
C 5.05 -6.55 -2.89
N 2.37 -4.91 -0.57
H 3.46 -5.77 0.27
H 2.70 -3.90 -0.61
H 1.62 -4.82 0.10
H -0.08 -4.03 -1.88
H 0.33 -4.74 -3.38
H 1.34 -3.35 -2.78
H 1.41 -6.23 -1.85
H 3.67 -4.55 -2.92
H 2.50 -5.40 -3.99
H 5.35 -6.42 -3.96
H 5.45 -7.45 -2.43
H 5.46 -5.64 -2.36
C 0.49 -0.63 -1.88
C 0.95 -1.20 -0.53
C 2.29 -0.59 0.04
O 2.79 -1.59 0.95
C 4.18 -1.37 1.13
N -0.09 -1.01 0.60
H 0.36 -0.95 1.50
H -0.57 -0.11 0.42
H -0.77 -1.78 0.60
H 0.65 0.44 -2.00
H -0.56 -0.85 -2.09
H 0.97 -1.10 -2.78
H 1.22 -2.28 -0.52
H 2.09 0.31 0.55
H 2.94 -0.47 -0.78
H 4.49 -2.15 1.76
H 4.30 -0.39 1.49
H 4.71 -1.51 0.18
P -0.86 -4.53 1.86
F -0.63 -5.21 3.37
F 0.71 -4.20 1.84
F -0.60 -5.96 1.18
F -1.05 -3.76 0.44
F -2.44 -4.81 1.90
F -1.14 -3.08 2.55
P 3.95 -1.27 -4.32
F 5.37 -0.50 -4.61
F 3.22 0.05 -3.87
F 3.55 -0.90 -5.81
F 2.58 -2.06 -4.11
F 4.59 -2.70 -4.79
F 4.45 -1.60 -2.84
P -0.55 1.36 3.44
F 0.61 2.35 3.87
F 0.63 0.35 2.99
F -0.49 0.72 4.88
F -1.72 0.33 3.02
F -1.63 2.56 3.83
F -0.42 1.79 1.86
C -4.08 0.08 -0.48
O -4.75 -0.11 0.62
O -2.81 0.63 -0.28
C -3.87 -1.20 -1.36
F -3.34 -0.75 -2.50
F -3.06 -2.05 -0.74
F -5.00 -1.78 -1.75
C -4.13 -0.62 1.90
C -4.99 -1.84 2.18
H -6.05 -1.75 1.87
H -4.52 -2.63 1.59
H -5.00 -2.14 3.22
H -4.20 0.23 2.61
H -3.10 -0.98 1.87
H -4.64 0.77 -1.12
C -2.70 8.87 -1.14
O -1.55 9.29 -0.36
O -3.56 9.77 -1.38
C -2.10 8.30 -2.41
F -3.06 7.73 -3.13
F -1.60 9.33 -3.20
F -1.10 7.46 -2.23
C -1.81 10.38 0.46
C -0.59 10.79 1.31
H 0.09 11.30 0.64
H -0.90 11.41 2.17
H -0.12 9.85 1.70
H -2.71 10.24 1.13
H -2.06 11.36 -0.08
H -3.13 7.84 -0.74
C 5.05 -5.46 1.50
O 4.42 -4.32 2.00
O 4.19 -6.33 0.85
C 6.24 -4.84 0.81
F 6.01 -4.07 -0.21
F 7.05 -4.19 1.71
F 6.95 -5.98 0.45
C 3.56 -4.75 3.08
C 3.22 -3.54 3.89
H 2.96 -2.69 3.23
H 2.38 -3.78 4.51
H 4.15 -3.27 4.45
H 4.11 -5.45 3.67
H 2.65 -5.19 2.62
H 5.63 -5.98 2.26